20
Properties=species:S:1:pos:R:3 method="wB97M-V/def2-TZVPD" e_homo_ev="-6.7249 / -6.7242" relative_energy_ev=3.2404 total_charge=0
C -3.13 1.29 0.17
C -3.06 -0.09 0.41
C -1.90 1.89 -0.02
C -1.88 -0.74 0.22
C -0.78 1.16 -0.12
C 2.60 -1.20 -0.53
C 2.03 -0.75 0.83
N -0.76 -0.11 -0.15
N 2.46 0.04 -1.22
O 2.41 0.58 1.11
P 2.08 1.40 -0.26
H -4.00 2.00 0.13
H -3.95 -0.77 0.52
H -1.87 2.96 0.03
H -1.88 -1.75 0.24
H 3.62 -1.80 -0.44
H 2.07 -1.98 -0.99
H 0.98 -0.81 0.83
H 2.49 -1.43 1.54
H 2.47 0.11 -2.30

=====

53
Properties=species:S:1:pos:R:3 method="wB97M-V/def2-TZVPD" e_homo_ev="-8.5915 / -10.1849" relative_energy_ev=1.4359 total_charge=+1 spin_multiplicity=2
In 0.24 0.44 0.37
C 3.15 -2.80 -1.36
C 1.98 -1.88 -1.15
N 1.22 -1.83 -0.14
C 1.28 -2.63 1.07
C -0.16 -2.81 1.57
N -0.94 -1.57 1.43
C -1.77 -1.21 2.58
C -2.67 -0.03 2.22
N -1.90 1.09 1.65
C -2.67 2.00 0.79
C -2.93 1.40 -0.59
N -1.67 0.98 -1.19
C -1.32 1.25 -2.38
C -2.09 2.08 -3.36
C -0.01 0.66 -2.81
C 0.68 0.99 -3.97
C 1.88 0.35 -4.23
C 2.35 -0.62 -3.35
C 1.61 -0.89 -2.22
N 0.47 -0.25 -1.98
H 3.43 -3.31 -0.44
H 4.01 -2.24 -1.71
H 2.90 -3.55 -2.11
H 1.86 -2.06 1.81
H 1.75 -3.61 0.94
H -0.13 -3.11 2.62
H -0.63 -3.62 1.00
H -1.54 -1.65 0.61
H -1.11 -0.94 3.40
H -2.40 -2.04 2.91
H -3.22 0.27 3.11
H -3.40 -0.36 1.48
H -1.47 1.63 2.39
H -2.09 2.91 0.67
H -3.64 2.26 1.23
H -3.48 2.14 -1.17
H -3.55 0.51 -0.50
H -3.16 2.05 -3.17
H -1.92 1.74 -4.38
H -1.76 3.12 -3.29
H 0.30 1.74 -4.66
H 2.44 0.59 -5.12
H 3.29 -1.12 -3.54
S 3.86 2.10 1.14
Sb 2.62 3.21 -0.66
S 3.19 0.80 -0.36
S 0.45 3.21 0.13
Cl 0.46 -0.11 5.96
C 1.43 1.03 5.01
Cl 1.18 0.80 3.25
H 2.48 0.86 5.22
H 1.12 2.03 5.26

=====

24
Properties=species:S:1:pos:R:3 method="wB97M-V/def2-TZVPD" e_homo_ev=-8.0294 relative_energy_ev=6.4782 total_charge=0
C 1.15 0.53 -1.02
N 0.02 1.24 -1.04
C -0.74 1.16 0.14
C -1.33 -0.25 0.54
C -1.79 -1.02 -0.72
C -2.51 -0.01 1.48
C 2.11 0.78 0.30
N 3.04 -0.18 0.32
H 1.78 0.78 -1.87
H 1.12 -0.57 -0.99
H 2.54 -2.16 -1.89
H 0.00 1.35 0.96
H -1.57 1.87 0.15
H -0.53 -0.81 1.04
H -1.89 -2.08 -0.51
H -2.75 -0.66 -1.10
H -1.01 -0.88 -1.46
H -3.26 0.53 0.94
H -2.98 -0.94 1.81
H -2.20 0.47 2.41
H 2.41 1.83 0.32
H 1.35 0.66 1.13
H 3.21 -1.85 -1.77
H 3.84 0.20 0.83

=====

12
Properties=species:S:1:pos:R:3 method="wB97M-V/def2-TZVPD" e_homo_ev=-4.0479 relative_energy_ev=1.5632 total_charge=-1
C 0.50 0.76 2.73
C -0.14 1.44 0.58
N 0.36 1.80 1.68
H -0.12 -0.14 2.52
H 1.57 0.56 2.78
H 0.16 1.17 3.69
H -0.59 0.45 0.31
H -0.25 2.23 -0.14
O -1.15 -0.60 -1.73
C -0.23 -1.36 -1.39
O 0.66 -1.90 -2.09
H -0.42 -1.79 -0.35

=====

Please write out number 3 again, unchanged.
24
Properties=species:S:1:pos:R:3 method="wB97M-V/def2-TZVPD" e_homo_ev=-8.0294 relative_energy_ev=6.4782 total_charge=0
C 1.15 0.53 -1.02
N 0.02 1.24 -1.04
C -0.74 1.16 0.14
C -1.33 -0.25 0.54
C -1.79 -1.02 -0.72
C -2.51 -0.01 1.48
C 2.11 0.78 0.30
N 3.04 -0.18 0.32
H 1.78 0.78 -1.87
H 1.12 -0.57 -0.99
H 2.54 -2.16 -1.89
H 0.00 1.35 0.96
H -1.57 1.87 0.15
H -0.53 -0.81 1.04
H -1.89 -2.08 -0.51
H -2.75 -0.66 -1.10
H -1.01 -0.88 -1.46
H -3.26 0.53 0.94
H -2.98 -0.94 1.81
H -2.20 0.47 2.41
H 2.41 1.83 0.32
H 1.35 0.66 1.13
H 3.21 -1.85 -1.77
H 3.84 0.20 0.83